Record 1
Molecular formula: C30H42N5P2PtS2
Method: DFT, wB97M-V/def2-TZVPD

Calculated values
Kohn-Sham gap ... 6.43 eV
Charge ... +1

Structure (XYZ):
```
82
Properties=species:S:1:pos:R:3:forces:R:3:lowdin_charge:R:1
H -1.75882 -2.24374 3.63370 -0.02 0.00 0.06 0.10
H 1.52569 3.66375 -3.76785 0.00 0.28 0.00 0.08
H 4.13578 -0.86292 1.59968 -0.01 0.01 0.00 0.11
C -2.73820 -0.23530 2.69871 0.44 -0.17 -0.30 -0.06
N 1.39623 -1.11341 -3.68872 -0.02 -0.22 0.11 0.13
H -2.00923 -0.39663 -3.38348 -0.08 -0.02 0.19 0.10
C -4.06919 -0.93687 -3.19451 0.22 0.02 0.08 -0.10
Pt 0.15382 -0.40237 -0.48790 -0.77 -1.11 1.32 0.83
C 0.56129 4.13690 -0.95475 -0.03 -0.41 0.02 -0.34
H -4.88826 -0.91226 -2.48195 -0.12 -0.03 0.02 0.07
H -3.93523 -1.95666 -3.54196 -0.05 -0.15 -0.04 0.06
C 1.44415 -3.04809 4.32198 0.19 -0.09 0.03 -0.08
H 3.29984 0.86010 -0.78988 -0.07 0.08 -0.07 0.06
C 4.02911 0.26294 -0.24348 -0.02 -0.18 0.08 -0.11
C -2.15262 -3.83336 -0.10342 -0.06 0.12 0.01 -0.10
H -1.80770 -3.05512 -3.47446 0.03 0.00 -0.16 0.06
H -3.20399 1.71697 -3.04051 -0.04 0.03 -0.08 0.09
H 2.94934 -2.76186 -1.17856 -0.02 -0.01 0.12 0.10
H 3.11178 -2.68046 3.04984 0.10 -0.03 -0.02 0.10
C 0.06552 -2.94928 4.46178 0.24 0.03 0.02 -0.07
C -4.26798 -0.67685 0.42969 -0.03 -0.08 0.10 -0.08
H 2.03394 -3.52559 5.08830 0.08 -0.07 0.03 0.10
C 3.39492 -0.29876 1.02582 -0.21 -0.15 -0.07 -0.55
C -4.87655 -0.29542 1.61185 -0.17 0.07 0.13 -0.07
H -1.07487 1.42489 2.12927 -0.05 -0.05 0.03 0.06
H -2.04007 1.47427 -1.73484 -0.01 0.12 0.07 0.04
C -0.32284 2.82951 0.88810 0.09 0.74 -0.02 -0.68
N -0.81526 2.39407 2.05475 0.00 -0.07 0.25 0.14
H 1.73652 -4.43605 1.07228 -0.06 -0.03 0.05 0.08
N -0.78835 -1.02143 1.46141 1.71 1.33 -3.25 -0.08
C -2.42484 -3.06388 -1.39233 0.51 0.26 0.05 -0.52
H 0.84914 -3.82882 -0.32709 -0.11 -0.11 -0.03 0.03
C 1.40510 2.63367 -3.50899 -0.17 -0.42 0.40 -0.33
H -5.95008 -0.20648 1.66378 -0.10 0.11 -0.03 0.11
S -0.03776 4.54169 0.61217 -0.02 -0.61 -0.17 1.08
C -1.65166 -3.64458 -2.57243 -0.19 0.13 0.05 -0.11
H -1.97696 -4.66401 -2.76978 0.02 -0.08 -0.05 0.09
H 0.90376 4.89960 -1.62248 0.11 0.17 -0.16 0.07
N 0.01248 2.06363 -0.10557 -0.02 -0.54 -0.07 0.00
C 1.30420 -1.92495 2.18860 -0.69 0.14 -0.33 -0.31
C 0.51974 2.79229 -1.15733 -0.11 1.05 0.41 -0.36
C 0.94735 2.09133 -2.34798 0.31 0.66 -0.71 -0.34
H 4.37814 -0.53203 -0.90113 0.09 -0.03 -0.12 0.07
H -2.26755 -4.90112 -0.27577 -0.01 -0.12 -0.02 0.09
H 4.91166 -2.58010 0.36678 0.13 0.05 0.04 0.07
C -2.78597 -0.36127 -2.60129 0.24 -0.08 0.20 -0.53
H -4.36155 -0.33273 -4.05306 -0.04 0.03 -0.03 0.09
S 1.81356 1.40108 -4.64818 -0.27 -0.43 0.62 1.09
H 0.98983 -1.71381 -2.98418 0.02 -0.06 -0.08 0.07
H -4.88047 -0.86615 -0.43645 -0.08 0.04 -0.13 0.10
P 2.01038 -1.44813 0.57872 0.55 0.71 0.42 0.96
P -1.98291 -1.26482 -1.16581 -0.55 0.54 -0.15 0.97
C 2.04546 -2.56430 3.17305 -0.06 0.02 0.27 -0.10
C -2.89610 -0.84585 0.35612 0.28 0.07 0.30 -0.30
C -2.96113 1.09619 -2.18010 0.17 -0.02 -0.08 -0.11
H -2.84410 -3.53773 0.68318 0.00 -0.01 0.06 0.08
C -4.09805 -0.02378 2.72774 -0.28 -0.06 -0.11 -0.06
H 1.99708 1.29741 1.34314 -0.07 0.13 0.01 0.04
C -0.08587 -1.69910 2.38782 1.21 -1.03 0.67 -0.30
H -4.55977 0.34125 3.63359 -0.04 -0.01 0.07 0.11
H -1.15752 3.04832 2.73554 -0.04 -0.11 -0.01 0.11
H 4.57106 -4.23558 -0.11122 0.00 -0.06 -0.04 0.09
H 2.14951 -5.00748 -0.54433 0.06 -0.08 -0.08 0.09
C 2.82646 -2.99319 -0.11020 -0.44 0.26 -0.33 -0.52
H 3.55857 1.55382 2.13243 0.12 0.09 0.00 0.09
C 1.32198 0.20697 -3.46559 0.37 0.17 -0.87 -0.69
H -3.76000 1.19439 -1.44827 -0.04 0.06 0.04 0.07
H 2.40232 0.40950 2.81710 -0.02 0.07 0.03 0.07
H -0.58552 -3.66419 -2.35244 0.15 -0.03 0.03 0.06
H -2.14539 -0.04078 3.58173 0.06 -0.06 0.06 0.12
C -2.11122 -0.71487 1.53046 -1.62 0.27 -0.37 -0.35
H -0.42495 -3.39080 5.31695 -0.03 -0.02 0.07 0.11
C -0.68690 -2.29100 3.52161 -0.16 0.20 -0.34 -0.02
C 2.80484 0.80984 1.88728 0.03 -0.12 0.10 -0.11
H -1.14098 -3.65044 0.25451 0.08 -0.03 0.07 0.05
H 4.11041 -3.69108 1.49062 0.05 -0.02 0.10 0.07
H 4.87795 0.89975 -0.00079 0.05 0.04 0.02 0.09
C 1.83004 -4.14043 0.02883 -0.04 0.13 -0.09 -0.11
C 4.18766 -3.38544 0.45108 -0.10 0.26 0.01 -0.10
H 1.59082 -1.46980 -4.60620 -0.03 -0.08 0.02 0.11
N 0.90967 0.71955 -2.34584 -0.60 -1.53 1.61 -0.05
H -3.50006 -3.09728 -1.59990 0.07 0.15 -0.03 0.11
```
Positions in Å, forces in eV/Å.

Record 2
Molecular formula: B3H12Sn
Method: DFT, wB97M-V/def2-TZVPD

Calculated values
Kohn-Sham gap ... 8.11 eV
Charge ... -1
Relative energy (zero: lowest compared OMol25 entry of this formula, charge and spin) ... 37.23 kcal/mol

Structure (XYZ):
```
16
Properties=species:S:1:pos:R:3:forces:R:3:lowdin_charge:R:1
H 2.24526 -2.58922 0.31226 2.76 -3.15 -0.44 -0.05
H -2.38304 0.83164 -0.81650 -3.47 -1.95 2.12 -0.10
H 0.70576 -2.17356 0.99065 -3.34 -1.23 2.83 -0.06
H 1.02261 -1.77336 -0.67838 -1.69 0.43 -4.73 -0.13
H 1.85760 -0.88477 0.61328 1.65 2.44 0.79 -0.08
H 0.79895 0.47196 0.22544 1.67 -0.23 -3.66 -0.07
H 0.05495 1.70330 1.21819 -1.62 3.79 -0.12 -0.03
B -1.62862 1.35034 -1.38750 0.02 -0.06 -0.40 -0.53
H -0.53204 0.05278 1.25652 -4.33 -2.78 1.08 -0.10
H 1.06372 0.49314 1.98121 2.26 -1.31 2.83 -0.02
H -1.45612 0.86171 -2.33392 0.34 -2.21 -3.86 -0.06
H -0.71205 1.30755 -0.81978 3.43 0.24 1.98 -0.10
H -1.92454 2.37116 -1.57351 -0.87 3.75 -0.42 -0.03
B 1.46743 -1.84148 0.30230 1.24 0.06 0.88 -0.50
B 0.35271 0.66663 1.18836 0.75 1.47 0.32 -0.49
Sn -0.93264 -0.84789 -0.47856 1.21 0.74 0.80 1.34
```
Positions in Å, forces in eV/Å.

Record 3
Molecular formula: C14H16O
Method: DFT, wB97M-V/def2-TZVPD

Calculated values
Kohn-Sham gap ... 9.05 eV
SMILES string ... Cc1ccc(O)cc1.Cc1ccccc1
Relative energy (zero: lowest compared OMol25 entry of this formula, charge and spin) ... 24.74 kcal/mol

Structure (XYZ):
```
31
Properties=species:S:1:pos:R:3:forces:R:3:lowdin_charge:R:1
H 0.78417 -2.06560 4.08859 0.35 0.09 0.42 0.10
H -1.00016 -0.49167 3.55335 -0.18 -0.27 -0.02 0.11
O 1.78837 -0.64358 -0.72617 0.96 0.10 0.59 0.05
C 2.37957 -0.73085 3.41705 -0.42 -1.64 0.24 -0.10
C -2.65263 -0.60453 -4.29413 1.04 1.61 0.86 -0.05
C 0.02334 -0.26379 3.30633 0.67 0.60 -1.35 -0.04
H 3.13534 -1.37888 3.84779 0.32 0.17 -0.50 0.11
C 0.26160 0.93977 2.56261 0.12 -0.82 2.68 -0.29
H 0.01426 -0.54546 -4.88570 0.26 -0.07 -0.11 0.10
H 3.60860 0.76769 2.45080 0.21 -0.48 0.22 0.10
H 1.81833 -0.99845 -3.27621 0.07 0.39 0.16 0.12
C 0.84711 -0.66756 -2.90925 2.16 0.07 0.20 -0.03
C 2.62111 0.37809 2.67548 0.15 2.63 0.04 -0.10
C -0.56006 -0.23941 -1.09396 -1.42 0.49 1.56 -0.03
C -0.12944 -0.44794 -3.82211 -2.98 -0.77 1.16 -0.03
H -3.02029 -1.61741 -4.21403 -0.23 -0.13 -0.29 0.08
C 1.05822 -1.10728 3.66565 -0.82 0.41 -0.12 -0.08
H 1.83608 2.31601 2.07478 0.10 0.04 -0.51 0.11
H -0.65800 2.78048 1.96430 0.09 -0.11 0.22 0.08
C 1.59044 1.31141 2.37778 -0.55 -1.27 -0.22 -0.05
H -1.41871 1.36213 1.42658 -0.64 0.00 0.45 0.07
H -2.69324 -0.30706 -1.62966 0.17 0.38 0.55 0.11
H 1.82847 -0.12922 0.10864 -0.69 -0.36 -0.71 0.10
C 0.70152 -0.48652 -1.51151 -0.20 -0.08 -1.52 -0.34
C -1.66164 -0.24311 -1.96051 -0.14 -0.54 -0.89 -0.06
H -1.61833 1.95213 3.15334 -0.14 -0.52 0.16 0.08
H -2.29522 -0.31174 -5.28095 -0.18 -0.55 -0.21 0.07
C -1.49740 -0.38323 -3.31849 1.67 -0.04 -1.17 -0.27
H -0.75062 -0.07427 -0.03501 0.09 -0.18 -0.05 0.09
C -0.94659 1.78084 2.32312 0.75 1.19 -1.82 -0.06
H -3.39419 0.14901 -4.03851 -0.59 -0.34 -0.03 0.07
```
Positions in Å, forces in eV/Å.

Record 4
Molecular formula: C7H8O2
Method: DFT, wB97M-V/def2-TZVPD

Calculated values
Kohn-Sham gap ... 8.63 eV
SMILES string ... C[C@H]1C[C@H]2C(=O)[C@@]12C=O
Relative energy (zero: lowest compared OMol25 entry of this formula, charge and spin) ... 98.39 kcal/mol

Structure (XYZ):
```
17
Properties=species:S:1:pos:R:3:forces:R:3:lowdin_charge:R:1
C 0.09889 -0.58390 0.13694 -2.35 -2.78 -1.50 -0.26
H 0.12436 0.11948 -1.75416 -0.22 0.42 -1.59 0.06
O -2.71605 -1.50912 -0.31193 0.35 0.01 0.26 0.02
H 1.30724 -1.20250 -1.67538 1.83 -0.30 -0.31 0.04
C -2.53282 -0.46104 0.27231 -2.98 1.43 0.61 -0.28
C -0.49921 1.30291 1.15500 -0.54 -0.07 1.04 -0.12
H -0.63160 1.48330 2.22646 -0.24 0.92 -0.43 0.15
H -0.34461 -1.65031 -1.66136 -0.93 -0.26 -0.79 0.06
O -1.42676 2.57763 -0.87354 0.36 0.51 0.33 0.20
H 1.22385 0.30143 1.72919 1.04 -0.31 0.93 0.10
H 0.02069 -1.57728 0.72134 0.67 1.50 -0.74 0.16
C -1.25859 0.15851 0.40333 2.14 0.10 -1.53 -0.18
H -3.52293 0.13235 0.67456 2.07 -0.94 -0.58 0.16
H 1.48505 1.12396 0.15381 -0.27 -0.39 0.60 0.14
C 0.34587 -0.87471 -1.45036 -1.07 0.96 4.20 0.00
C 0.78767 0.55017 0.80446 1.19 1.40 -0.71 -0.11
C -1.03026 1.88904 -0.01781 -1.06 -2.22 0.23 -0.16
```
Positions in Å, forces in eV/Å.

Number 1: E_HOMO -9.57 eV, LUMO energy -3.1 eV, total energy -82734.9604 eV. Number 2: E_HOMO -5.12 eV, LUMO energy 3.0 eV, total energy -8048.5626 eV. Number 3: E_HOMO -8.18 eV, LUMO energy 0.9 eV, total energy -16824.1623 eV. Number 4: E_HOMO -8.61 eV, LUMO energy 0.0 eV, total energy -11479.2934 eV.